DFT (wB97M-V/def2-TZVPD) results for C5H2ErF9NO4S as an isolated structure.

Results
E_HOMO (spin up / spin down), eV: -22.54 / -20.80
Largest force on an atom, eV/A: 0.8
Charge: +3
Kohn-Sham gap (spin up / spin down), eV: 9.86 / 6.07
2S+1: 4
DFT total energy, eV: -77774.116

Geometry (Å):
O: 3.989 -0.821 1.015
C: 2.947 -1.008 0.359
O: 2.436 -2.168 0.356
N: 2.402 0.101 -0.284
S: 1.339 1.028 0.727
O: 1.901 2.315 0.844
O: 1.020 0.210 1.830
C: -0.201 1.324 -0.366
F: -0.315 2.697 -0.399
F: 0.037 0.916 -1.605
C: -1.578 0.776 0.158
F: -1.665 0.865 1.461
F: -2.550 1.760 -0.342
C: -2.148 -0.575 -0.405
F: -3.318 -0.728 0.246
F: -2.374 -0.415 -1.714
C: -1.296 -1.851 -0.136
F: -0.206 -1.815 -0.934
F: -2.010 -2.889 -0.420
F: -0.912 -1.873 1.129
H: 2.313 -2.563 -0.533
H: 3.146 0.719 -0.634
Er: -2.958 3.995 -0.352

Atomic partial charges in e from the Löwdin method, atoms 1 to 5: O 0.49; C -0.50; O 0.30; N 0.10; S 0.78